[1]
59
Properties=species:S:1:pos:R:3 method="wB97M-V/def2-TZVPD" e_homo_ev=-8.6 homo_lumo_gap_ev=8.69 molar_mass_da=341.35 e_tot_ev=-36984.60341 total_charge=0 de_lowest_kcal_mol=42.7
H 0.79 0.36 -3.48
C 0.94 1.24 2.01
H -2.03 -2.28 -1.95
N -0.70 2.73 -1.12
H -0.94 3.66 -1.37
H 0.41 -2.62 -1.26
H 3.47 -2.04 1.51
H 0.37 -2.41 -2.68
H 0.74 -1.21 -0.04
O -1.91 -2.28 1.44
H -1.21 -0.03 2.96
H 3.09 3.23 -1.77
H 3.34 3.21 -0.21
H 3.93 -1.96 -0.61
H 1.11 -2.02 1.16
H -3.58 0.51 0.62
H -4.67 -1.38 0.67
H -1.52 2.14 -1.17
O 1.18 -0.70 4.82
H -1.76 -3.00 2.07
O -2.65 0.94 -2.46
H 0.36 2.44 -2.84
H -4.43 -1.19 -0.84
H -1.03 -2.15 1.02
H 1.52 3.68 1.23
C 0.12 1.32 0.69
H 3.03 0.29 -0.77
O -3.33 1.16 1.30
H 0.31 -0.43 4.46
O 3.44 2.73 -1.04
H 0.59 0.57 0.06
O 2.59 -1.95 1.98
C 0.88 3.67 0.37
H 4.94 -1.11 0.23
O 0.69 -0.61 -3.49
H 2.72 -2.60 2.67
O 4.43 -1.92 0.21
O -1.48 -0.05 3.89
H 2.22 -0.26 -2.03
H 1.58 -1.11 4.04
H -0.90 0.97 0.92
H 0.76 4.61 -0.16
H 1.92 1.70 1.88
H -4.17 1.58 1.51
O 2.62 -0.48 -1.19
O -4.92 -0.85 -0.09
O 0.80 2.19 -3.68
O 0.62 -2.10 0.30
O -2.87 -2.43 -1.49
H 1.23 0.19 2.08
H 0.42 1.59 2.88
C 0.03 2.68 0.09
H -2.15 -0.69 4.06
H 0.92 -0.95 -4.35
H 0.10 2.11 -4.34
H -2.76 -3.15 -0.86
H -2.73 -0.01 -2.34
O -0.21 -2.78 -1.99
H -3.45 1.21 -2.92

---

[2]
60
Properties=species:S:1:pos:R:3 method="wB97M-V/def2-TZVPD" e_homo_ev="-13.3 / -13.3" homo_lumo_gap_ev="9.84 / 5.10" molar_mass_da=357.35 e_tot_ev=-39020.69763 multiplicity=2 total_charge=+1 s_squared=0.756
C -1.13 0.33 -1.06
O -3.37 1.63 1.65
H 0.54 -0.13 0.03
H -1.95 -1.81 -0.02
H 1.22 -0.72 -3.65
H 3.22 -1.09 -2.18
H 0.34 1.90 -0.88
O -2.65 -2.50 -2.37
H -1.50 -0.42 2.35
O 0.58 -2.20 -2.86
H -0.70 3.58 2.77
H 2.62 -0.55 -4.14
H -0.01 -1.70 -2.19
O -3.55 1.65 -1.23
H 2.80 -1.76 4.65
O 3.90 -0.42 -2.35
H 3.46 -1.76 3.23
H -0.67 -1.73 1.25
H -3.08 1.67 0.74
O 4.25 -2.48 1.73
H -2.88 0.18 2.17
O 2.97 -1.20 3.89
C -0.68 1.76 -1.33
O -1.46 3.45 2.15
H -0.46 1.96 -2.35
O 1.89 -0.04 -3.83
H -4.11 -1.95 0.03
C -0.89 -1.70 0.19
H 3.39 -2.65 1.34
C -0.13 -3.06 -0.14
N -0.20 -0.63 -0.50
H -2.92 2.25 2.23
H 1.76 2.97 2.77
H -0.14 -2.68 -3.25
O 1.31 0.60 3.47
O -0.56 -4.16 -0.05
H -3.93 2.37 -1.79
H 1.89 1.52 -0.85
H -2.66 -3.35 -1.92
H 0.83 2.44 3.73
H 3.52 0.25 -1.80
H 1.68 0.14 4.25
H 1.33 -0.11 2.81
H 4.78 -1.70 1.54
O 2.31 1.12 -0.06
H -3.27 -2.04 -1.80
H 2.75 2.48 -2.98
H -1.91 0.47 -0.31
O -2.40 -0.70 2.22
H 0.89 -2.87 -0.54
H -3.51 0.78 -1.65
H -3.17 -0.86 0.55
H 3.02 1.63 0.27
O 2.03 2.27 -2.41
H -1.68 -0.03 -1.98
H -1.47 2.42 -1.01
O 0.99 3.30 3.24
H -1.02 3.38 1.29
H 1.44 1.65 -2.82
O -3.63 -1.16 -0.24

---

[3]
12
Properties=species:S:1:pos:R:3 method="wB97M-V/def2-TZVPD" e_homo_ev=-15.6 homo_lumo_gap_ev=7.88 molar_mass_da=204.82 e_tot_ev=-12680.94511 total_charge=+2
C 0.39 -0.79 -0.34
H 0.08 -0.59 3.20
H -1.11 0.34 1.16
O 1.48 -0.24 -0.93
C 0.50 -1.00 1.07
C -0.89 0.73 -0.28
C -0.04 -0.53 2.12
Ag 2.34 1.05 0.71
H -0.08 -1.64 -0.87
Li 1.95 -0.32 -2.64
O -1.48 1.11 -1.22
Li -3.13 1.88 -1.98

---

[4]
10
Properties=species:S:1:pos:R:3 method="wB97M-V/def2-TZVPD" e_homo_ev="-25.4 / -25.3" homo_lumo_gap_ev="7.30 / 6.94" molar_mass_da=190.93 e_tot_ev=-12247.72545 multiplicity=2 total_charge=+3 s_squared=0.798 de_lowest_kcal_mol=0.0
C 1.66 0.88 -0.19
O -2.30 -1.18 0.10
H -2.87 -0.69 0.74
Ag 4.48 -0.34 0.45
C -0.86 0.65 -0.54
C 0.43 1.01 -0.50
H -0.24 -1.31 0.27
H -1.67 1.39 -0.55
O 2.55 0.30 0.35
C -1.17 -0.71 -0.12

---

[5]
10
Properties=species:S:1:pos:R:3 method="wB97M-V/def2-TZVPD" e_homo_ev="-7.9 / -7.7" homo_lumo_gap_ev="6.38 / 6.04" molar_mass_da=229.87 e_tot_ev=-146991.25533 total_charge=0 de_lowest_kcal_mol=128.9
C 0.07 -0.88 0.12
F -1.70 -0.47 -1.40
C 1.02 2.85 0.49
H 0.93 -0.38 0.54
H -1.11 -2.65 0.22
C -0.30 -2.07 0.62
H 0.25 -2.51 1.44
Br 1.54 4.43 -0.29
C -0.44 -0.25 -1.06
Br -0.26 1.95 -0.68

---

[6]
10
Properties=species:S:1:pos:R:3 method="wB97M-V/def2-TZVPD" e_homo_ev=-10.2 homo_lumo_gap_ev=10.43 molar_mass_da=168.97 e_tot_ev=-79670.94253 total_charge=0 smiles="FC1(F)C=C1CBr" de_lowest_kcal_mol=16.2
C 0.12 0.20 0.05
F -2.40 0.73 -0.40
F -1.91 -1.33 0.28
C -1.43 -0.06 0.27
Br 2.87 -0.24 0.20
C -0.53 0.50 1.22
H -0.45 0.95 2.09
C 1.17 -0.11 -0.84
H 1.16 -1.18 -1.25
H 1.41 0.55 -1.61